(P)
Formula: C3H13NO3
Source: the OMol25 dataset
Level of theory: ωB97M-V with the def2-TZVPD basis set

The LUMO energy comes out at 0.2 eV. Its structure (SMILES) is C=C(C)N.O.O.O. The calculation puts the highest occupied orbital energy at -7.811 eV. The multiplicity is 1. For the orbital gap, the calculation gives 8.021 eV.

XYZ file:
```
20
C3H13NO3, DFT ωB97M-V with the def2-TZVPD basis set
C -0.37065 2.28752 -1.23984
C -0.01127 0.91718 -0.80766
C 1.29360 0.64514 -0.91520
N -0.99744 0.05363 -0.42397
H -0.99974 2.65762 -0.43991
H -0.92846 2.46166 -2.10043
H 0.48411 3.00394 -1.30248
H 1.73674 -0.33207 -0.86543
H 2.09563 1.24160 -1.18357
H -1.84002 0.49863 -0.22200
H -0.80778 -0.81097 0.13622
H 0.86097 -2.27182 1.64109
H 0.18513 -0.84101 2.26429
O 0.57594 -1.35083 1.62438
H -1.67056 -0.30066 2.85687
H -0.95728 0.95744 3.03277
O -0.86751 -0.00909 3.28548
H -0.08584 -1.32061 -2.49654
H 0.71234 -1.99502 -1.30619
O 0.63242 -1.94298 -2.31870
```

natural (NBO) analysis output, partial charges in e:
1 C -0.63
2 C 0.17
3 C -0.50
4 N -0.85
5 H 0.18
6 H 0.22
7 H 0.23
8 H 0.19
9 H 0.20
10 H 0.36
11 H 0.42
12 H 0.50
13 H 0.50
14 O -1.02
15 H 0.47
16 H 0.48
17 O -0.92
18 H 0.48
19 H 0.47
20 O -0.94



(Q)
Formula: C3H13NO3
Source: the OMol25 dataset
Level of theory: ωB97M-V with the def2-TZVPD basis set

The LUMO energy comes out at -3.3 eV. The calculation puts the highest occupied orbital energy at -8.626 eV. The multiplicity is 1. For the orbital gap, the calculation gives 5.355 eV.

XYZ file:
```
20
C3H13NO3, DFT ωB97M-V with the def2-TZVPD basis set
C 1.63806 1.77627 0.05713
C 0.82750 0.45304 0.20192
C 0.39621 -0.12641 1.43304
N 0.00460 -1.45111 1.34811
H 2.46424 1.87988 0.72704
H 1.00394 2.59419 0.34039
H 1.90947 1.82304 -0.98577
H 0.82149 -0.20773 -0.66910
H 0.96903 0.06736 2.31809
H 0.09894 -1.78160 0.39105
H -0.77031 -1.73007 1.91521
H -1.08543 -1.38601 -1.63314
H 0.19286 -2.76847 -2.07241
O -0.10573 -2.20841 -1.35727
H -0.08255 1.48731 1.97904
H -0.59894 0.95036 0.46134
O -1.41118 1.49465 -0.05409
H -2.77783 -0.99375 -1.95820
H -1.57604 0.76058 -0.71761
O -1.91832 -0.63314 -1.72477
```

natural (NBO) analysis output, partial charges in e:
1 C -0.68
2 C 0.09
3 C -0.15
4 N -0.80
5 H 0.25
6 H 0.26
7 H 0.25
8 H 0.30
9 H 0.26
10 H 0.46
11 H 0.40
12 H 0.50
13 H 0.46
14 O -1.21
15 H 0.19
16 H 0.41
17 O -0.87
18 H 0.47
19 H 0.52
20 O -1.11



(R)
Formula: C3H13NO3
Source: the OMol25 dataset
Level of theory: ωB97M-V with the def2-TZVPD basis set

The LUMO energy comes out at -1.0 eV. The calculation puts the highest occupied orbital energy at -9.114 eV. The multiplicity is 1. For the orbital gap, the calculation gives 8.113 eV.

XYZ file:
```
20
C3H13NO3, DFT ωB97M-V with the def2-TZVPD basis set
C 2.00897 -0.40748 -1.58309
C 2.18734 -0.04307 0.01972
C 0.99277 0.88001 0.34492
N 1.18282 0.03990 1.44042
H 2.65274 -1.20070 -1.96080
H 0.96693 -0.82730 -1.75093
H 1.99766 0.46946 -2.24655
H 3.06737 0.65315 -0.02016
H 2.57516 -0.94834 0.33983
H 1.21601 1.89949 0.63824
H 0.09817 0.88361 -0.27376
H -1.74585 0.31175 -1.30060
H -2.23760 -0.46097 -2.39860
O -1.47737 0.07896 -2.12750
H 0.16715 -0.35462 1.80376
H -1.01654 -1.38144 2.55899
O -1.00214 -0.79674 1.77561
H -3.46967 0.80911 0.76297
H -2.14295 0.00085 1.12653
O -2.71334 0.37900 0.34549
```

natural (NBO) analysis output, partial charges in e:
1 C -0.59
2 C -0.44
3 C -0.14
4 N -0.34
5 H 0.22
6 H 0.25
7 H 0.23
8 H 0.25
9 H 0.35
10 H 0.21
11 H 0.22
12 H 0.49
13 H 0.47
14 O -0.96
15 H 0.43
16 H 0.46
17 O -1.06
18 H 0.47
19 H 0.52
20 O -1.04



(S)
Formula: C3H13NO3
Source: the OMol25 dataset
Level of theory: ωB97M-V with the def2-TZVPD basis set

The LUMO energy comes out at 0.4 eV. Its structure (SMILES) is C=CCN.O.O.O. The calculation puts the highest occupied orbital energy at -9.410 eV. The multiplicity is 1. For the orbital gap, the calculation gives 9.843 eV.

XYZ file:
```
20
C3H13NO3, DFT ωB97M-V with the def2-TZVPD basis set
N 0.93057 -0.05067 -1.62188
C 0.61822 1.38569 -1.64217
C -0.52912 2.62556 0.17173
C -0.61310 1.72276 -0.82446
H 1.77718 -0.28468 -2.11789
H 0.98155 -0.37548 -0.66980
H 0.35859 1.61781 -2.66504
H 1.49185 2.00150 -1.35076
H -1.22402 3.46765 0.19237
H 0.21819 2.54110 0.94906
H -1.55535 1.47364 -1.30254
H -2.73912 -2.60444 -0.55426
H -1.26985 -2.53541 -0.11359
O -2.03010 -3.11362 -0.12423
H 0.31179 -3.05378 0.52917
H 0.93614 -3.22755 1.86678
O 1.16292 -3.12364 0.93917
H -0.03715 0.54058 2.13858
H 0.87077 0.85006 3.27533
O 0.34005 0.14291 2.92442
```

natural (NBO) analysis output, partial charges in e:
1 N -0.85
2 C -0.25
3 C -0.40
4 C -0.18
5 H 0.36
6 H 0.36
7 H 0.21
8 H 0.17
9 H 0.21
10 H 0.18
11 H 0.20
12 H 0.48
13 H 0.45
14 O -0.93
15 H 0.45
16 H 0.47
17 O -0.92
18 H 0.47
19 H 0.46
20 O -0.93



Best to worst by energy: (P), (S), (R), (Q).



(P)
Formula: C5H8O2S
Source: the OMol25 dataset
Level of theory: ωB97M-V with the def2-TZVPD basis set

The LUMO energy comes out at 0.7 eV. Its structure (SMILES) is S[C@@H]1C[C@]12COCO2. The calculation puts the highest occupied orbital energy at -9.227 eV. The multiplicity is 1. For the orbital gap, the calculation gives 9.966 eV.

XYZ file:
```
16
C5H8O2S, DFT ωB97M-V with the def2-TZVPD basis set
C -0.95762 -1.12181 0.44905
C 0.02489 -0.85506 1.40811
C 0.05093 -0.23073 0.10638
C -0.00567 1.29599 -0.22008
C 1.55960 0.26560 -1.35145
H -2.96040 0.17055 -0.23840
H -1.28688 -2.13790 0.05645
H 0.96619 -1.53317 1.44303
H -0.45506 -0.30620 2.43891
H 0.75453 1.86452 0.46272
H -1.04985 1.85331 -0.13328
H 2.42888 0.59931 -0.69735
H 1.79083 -0.10272 -2.39158
O 0.64353 1.30667 -1.48535
O 1.01656 -0.82155 -0.75122
S -2.52046 -0.24682 0.90407
```

natural (NBO) analysis output, partial charges in e:
1 C -0.35
2 C -0.44
3 C 0.16
4 C -0.10
5 C 0.22
6 H 0.12
7 H 0.26
8 H 0.26
9 H 0.23
10 H 0.18
11 H 0.24
12 H 0.13
13 H 0.19
14 O -0.52
15 O -0.50
16 S -0.05



(Q)
Formula: C5H8O2S
Source: the OMol25 dataset
Level of theory: ωB97M-V with the def2-TZVPD basis set

The LUMO energy comes out at 0.8 eV. The calculation puts the highest occupied orbital energy at -9.325 eV. The multiplicity is 1. For the orbital gap, the calculation gives 10.149 eV.

XYZ file:
```
16
C5H8O2S, DFT ωB97M-V with the def2-TZVPD basis set
C 0.76470 1.12612 -0.44241
C 1.99834 1.53474 -0.22857
C 0.37651 -0.17808 0.25843
C -0.05696 -1.17596 -0.81490
C -0.67315 0.00832 1.37684
O 3.66210 -0.68805 -0.68447
O 1.52900 -0.61837 0.91505
S 3.02429 -0.00827 0.40546
H 0.10636 1.80200 -0.92541
H 2.59244 2.38827 -0.47673
H -0.96324 -1.74926 -0.34910
H 0.70655 -1.86884 -1.07745
H -0.30402 -0.75095 -1.67685
H -0.60673 -0.87883 1.83505
H -1.58894 0.25533 0.85981
H -0.47358 0.74574 1.99188
```

natural (NBO) analysis output, partial charges in e:
1 C -0.20
2 C -0.40
3 C 0.24
4 C -0.62
5 C -0.58
6 O -0.92
7 O -0.71
8 S 1.45
9 H 0.22
10 H 0.23
11 H 0.20
12 H 0.24
13 H 0.21
14 H 0.22
15 H 0.20
16 H 0.21



(R)
Formula: C5H8O2S
Source: the OMol25 dataset
Level of theory: ωB97M-V with the def2-TZVPD basis set

The LUMO energy comes out at 0.3 eV. Its structure (SMILES) is O=C1CC[C@H](O)[C@@H]1S. The calculation puts the highest occupied orbital energy at -9.285 eV. The multiplicity is 1. For the orbital gap, the calculation gives 9.565 eV.

XYZ file:
```
16
C5H8O2S, DFT ωB97M-V with the def2-TZVPD basis set
C -0.39346 1.15516 -0.79438
C 1.11562 1.46752 -1.05464
C 1.84500 0.57004 -0.00222
C 0.87511 -0.55064 0.36406
C -0.30029 -0.35147 -0.58580
H -1.44499 1.23664 0.83880
H -1.06239 1.27806 -1.72257
H 1.30549 1.53940 -2.23454
H 1.16414 2.49759 -0.55788
H 2.74276 -0.01734 -0.68662
H 2.15094 1.07127 0.88490
H 0.18589 -0.91720 -1.55495
H -0.73330 -1.94499 1.08942
O -0.96362 1.83220 0.34279
O 0.94770 -1.35162 1.33673
S -1.43956 -1.39573 0.18406
```

natural (NBO) analysis output, partial charges in e:
1 C 0.09
2 C -0.45
3 C -0.51
4 C 0.61
5 C -0.54
6 H 0.48
7 H 0.19
8 H 0.25
9 H 0.25
10 H 0.25
11 H 0.26
12 H 0.26
13 H 0.17
14 O -0.71
15 O -0.56
16 S -0.01



(S)
Formula: C5H8O2S
Source: the OMol25 dataset
Level of theory: ωB97M-V with the def2-TZVPD basis set

The LUMO energy (alpha / beta) comes out at 0.1 / -0.3 eV. The calculation puts the highest occupied orbital energy (alpha / beta) at -8.250 / -7.724 eV. The multiplicity is 1. For the orbital gap (alpha / beta), the calculation gives 8.318 / 7.461 eV.

XYZ file:
```
16
C5H8O2S, DFT ωB97M-V with the def2-TZVPD basis set
C -1.15681 1.05319 -0.24868
C -0.19925 1.34577 -1.12841
C 0.30607 -0.62959 1.03869
C -1.14046 -0.35314 0.48580
C 1.24044 -0.50958 -0.11229
O -1.48152 -1.33851 -0.49794
O 1.18767 -1.65293 -0.93933
S 2.78693 0.26275 0.02660
H -2.14660 1.41957 0.00922
H -0.22157 2.20463 -1.95397
H 0.65676 0.18962 1.70568
H 0.20018 -1.62176 1.35139
H -1.90991 -0.39453 1.13990
H -0.66195 -1.47685 -1.06188
H 1.89324 -1.79815 -1.57437
H 2.16059 1.48646 0.22867
```

natural (NBO) analysis output, partial charges in e:
1 C -0.34
2 C -0.26
3 C -0.55
4 C 0.10
5 C 0.22
6 O -0.72
7 O -0.74
8 S 0.02
9 H 0.21
10 H 0.21
11 H 0.24
12 H 0.25
13 H 0.18
14 H 0.49
15 H 0.50
16 H 0.18



Best to worst by energy: (R), (Q), (P), (S).



(P)
Formula: C5H8O2S
Source: the OMol25 dataset
Level of theory: ωB97M-V with the def2-TZVPD basis set

The LUMO energy (alpha / beta) comes out at -0.8 / -0.2 eV. The calculation puts the highest occupied orbital energy (alpha / beta) at -8.704 / -9.079 eV. The multiplicity is 1. For the orbital gap (alpha / beta), the calculation gives 7.921 / 8.925 eV.

XYZ file:
```
16
C5H8O2S, DFT ωB97M-V with the def2-TZVPD basis set
C -1.24853 1.16676 3.07728
C -0.21403 -0.86038 -0.52524
C 1.00705 -0.13190 -0.82473
C 2.16860 -0.93064 -1.46984
C -2.24674 1.96901 0.86574
O -0.50536 1.59613 3.89732
O -1.76461 1.79860 2.04366
S -0.24977 0.19828 -2.12038
H -0.15011 -2.00234 -0.76666
H 1.17535 0.69028 -0.09584
H 2.52460 -0.32681 -2.36514
H 1.75968 -1.93440 -1.80585
H 2.89737 -1.30184 -0.68512
H -0.94507 -0.72507 0.41100
H -1.83939 1.36185 -0.04252
H -3.36101 2.09088 0.76067
```

natural (NBO) analysis output, partial charges in e:
1 C 0.67
2 C -0.45
3 C -0.32
4 C -0.63
5 C -0.01
6 O -0.52
7 O -0.48
8 S 0.04
9 H 0.22
10 H 0.24
11 H 0.24
12 H 0.22
13 H 0.22
14 H 0.24
15 H 0.17
16 H 0.16



(Q)
Formula: C5H8O2S
Source: the OMol25 dataset
Level of theory: ωB97M-V with the def2-TZVPD basis set

The LUMO energy comes out at 0.7 eV. Its structure (SMILES) is C[C@@H](O)C1=COCS1. The calculation puts the highest occupied orbital energy at -8.013 eV. The multiplicity is 1. For the orbital gap, the calculation gives 8.716 eV.

XYZ file:
```
16
C5H8O2S, DFT ωB97M-V with the def2-TZVPD basis set
C 2.12462 0.49821 -1.35725
C 1.61708 0.19505 0.08281
C 0.21853 -0.31550 0.13795
C -0.23091 -1.43763 0.68703
C -2.21906 -0.39807 0.32403
H 2.06789 -0.42662 -1.97316
H 1.50632 1.27700 -1.84592
H 3.17130 0.83426 -1.36735
H 2.25866 -0.58026 0.51421
H 1.24335 2.03405 0.69413
H 0.36558 -2.17758 1.21858
H -2.34296 0.15223 1.26058
H -3.18125 -0.60443 -0.14788
O 1.84456 1.32119 0.90389
O -1.56371 -1.62344 0.61797
S -1.02482 0.66607 -0.61097
```

natural (NBO) analysis output, partial charges in e:
1 C -0.63
2 C 0.07
3 C -0.28
4 C 0.12
5 C -0.17
6 H 0.21
7 H 0.21
8 H 0.22
9 H 0.19
10 H 0.47
11 H 0.21
12 H 0.18
13 H 0.22
14 O -0.71
15 O -0.49
16 S 0.18



Best to worst by energy: (Q), (P).